[1]
Density functional theory data (the ωB97M-V functional and the def2-TZVPD basis) for a molecular structure, C26H25EuN2P.

```
! wB97M-V def2-TZVPD RIJCOSX def2/J DEFGRID3
* xyz -2 8
C 1.519 -1.486 -4.356
C 0.126 -1.380 -4.642
C -0.593 -2.163 -3.649
C 0.411 -2.738 -2.737
C 1.712 -2.284 -3.194
Eu 0.232 -0.336 -2.175
C -1.110 2.031 -3.333
C 0.247 2.207 -3.432
C 1.116 2.481 -4.528
N 1.286 1.423 -2.971
H -1.678 -2.236 -3.541
H -0.341 -0.822 -5.419
H 0.176 -3.235 -1.795
H 2.632 -2.522 -2.721
H 2.263 -0.973 -4.877
H -1.487 1.231 -4.061
H 2.256 1.498 -2.600
H -1.679 2.374 -2.440
H 0.603 2.720 -5.603
H 2.228 2.293 -4.384
N -0.223 -1.113 -0.192
P -0.283 -0.302 1.174
C 1.233 0.667 1.421
C 1.290 1.541 2.525
C 2.454 2.194 2.866
C 3.611 1.984 2.092
C 3.564 1.132 0.964
C 2.368 0.529 0.618
C -1.756 0.720 1.215
C -2.083 1.423 2.375
C -3.173 2.306 2.397
C -3.973 2.409 1.249
C -3.710 1.645 0.106
C -2.596 0.801 0.093
C -0.348 -1.617 2.391
C -1.482 -1.795 3.170
C -1.516 -2.778 4.153
C -0.392 -3.647 4.254
C 0.702 -3.536 3.405
C 0.728 -2.539 2.449
H 0.383 1.678 3.143
H 2.480 2.861 3.738
H 4.534 2.485 2.379
H 4.478 0.950 0.404
H 2.331 -0.108 -0.298
H -1.493 1.285 3.282
H -3.390 2.875 3.303
H -4.831 3.101 1.267
H -4.367 1.716 -0.765
H -2.409 0.169 -0.780
H -2.352 -1.138 3.004
H -2.374 -2.876 4.807
H -0.417 -4.412 5.026
H 1.558 -4.235 3.494
H 1.539 -2.457 1.726
*
```

calculated total energy = -2166.5624 a.u.
lowest unoccupied orbital energy (alpha / beta) = 4.5 / 4.4 eV
largest force on an atom = 9.2 eV Å⁻¹

---

[2]
Density functional theory data (the ωB97M-V functional and the def2-TZVPD basis) for 5 unconnected molecules or ions with the total composition C26H25FN5O8.

```
! wB97M-V def2-TZVPD RIJCOSX def2/J DEFGRID3
* xyz -1 1
C -0.087 -2.457 0.477
C -1.610 -2.805 0.414
N -2.473 -1.797 0.897
F -1.875 -3.981 1.152
H 0.400 -2.702 -0.487
H 0.058 -1.390 0.687
H 0.440 -3.000 1.286
H -1.845 -3.024 -0.648
H -2.656 -1.126 0.160
C -3.166 -3.676 4.940
C -3.387 -3.589 3.571
C -4.684 -3.554 3.081
C -5.747 -3.605 3.975
C -5.537 -3.700 5.346
C -4.238 -3.736 5.826
N -7.117 -3.546 3.470
O -7.283 -3.484 2.272
O -8.024 -3.562 4.280
H -2.151 -3.697 5.320
H -2.554 -3.542 2.883
H -4.844 -3.481 2.015
H -6.367 -3.744 6.037
H -4.060 -3.807 6.892
C 4.872 0.697 -2.171
C 3.530 1.055 -2.149
C 2.549 0.085 -2.295
C 2.928 -1.239 -2.458
C 4.264 -1.609 -2.489
C 5.239 -0.632 -2.345
N 1.895 -2.265 -2.586
O 0.745 -1.900 -2.572
O 2.253 -3.419 -2.690
H 5.635 1.455 -2.052
H 3.248 2.091 -2.015
H 1.506 0.368 -2.276
H 4.553 -2.642 -2.620
H 6.285 -0.908 -2.364
C -6.900 0.799 -3.212
C -6.212 2.007 -3.226
C -5.280 2.287 -2.237
C -5.045 1.347 -1.246
C -5.727 0.140 -1.217
C -6.660 -0.131 -2.208
N -4.049 1.617 -0.212
O -3.466 2.688 -0.246
O -3.868 0.753 0.603
H -7.623 0.581 -3.988
H -6.402 2.730 -4.009
H -4.747 3.227 -2.251
H -5.538 -0.588 -0.438
H -7.197 -1.070 -2.198
C 8.585 5.048 1.308
C 8.958 3.936 0.564
C 8.321 3.658 -0.637
C 7.316 4.506 -1.080
C 6.930 5.615 -0.342
C 7.570 5.884 0.858
N 6.658 4.229 -2.355
O 7.002 3.241 -2.966
O 5.806 5.002 -2.730
H 9.087 5.265 2.243
H 9.747 3.286 0.918
H 8.614 2.792 -1.212
H 6.143 6.269 -0.690
H 7.280 6.747 1.442
*
```

calculated total energy = -1980.9296 a.u.
lowest unoccupied orbital energy = 0.4 eV
largest force on an atom = 2.8 eV Å⁻¹

---

[3]
Density functional theory data (the ωB97M-V functional and the def2-TZVPD basis) for C26H25FN6O3 in the gas phase.

```
! wB97M-V def2-TZVPD RIJCOSX def2/J DEFGRID3
* xyz 0 1
C -5.041 0.010 -1.908
H -4.279 -0.737 -2.149
O -4.808 0.608 -0.654
C -3.650 1.297 -0.466
C -2.650 1.457 -1.419
C -1.505 2.167 -1.103
C -1.317 2.712 0.159
C -2.329 2.564 1.099
C -3.484 1.876 0.792
H -4.275 1.762 1.515
H -2.213 2.997 2.082
C -0.050 3.449 0.483
N 1.115 2.595 0.318
C 2.270 2.858 0.950
O 2.391 3.703 1.812
C 3.492 2.032 0.511
N 3.215 0.947 -0.410
C 3.069 1.286 -1.715
O 3.364 2.383 -2.141
C 2.433 0.264 -2.671
N 1.410 -0.530 -2.070
N 0.559 -0.072 -1.176
C -0.193 -1.141 -0.924
N 0.219 -2.191 -1.659
N 1.214 -1.790 -2.358
C -1.275 -1.195 0.041
C -2.408 -1.971 -0.192
C -3.427 -2.067 0.735
C -3.314 -1.385 1.933
C -2.200 -0.601 2.183
C -1.193 -0.501 1.244
H -0.328 0.114 1.428
H -2.117 -0.062 3.114
H -4.103 -1.460 2.666
H -4.293 -2.669 0.507
F -2.550 -2.612 -1.368
H 2.008 0.856 -3.491
H 3.174 -0.414 -3.098
C 3.064 -0.350 0.131
C 2.337 -0.532 1.302
C 2.144 -1.803 1.809
C 2.682 -2.917 1.176
C 3.461 -2.718 0.043
C 3.662 -1.452 -0.473
H 4.288 -1.320 -1.341
H 3.915 -3.566 -0.448
C 2.418 -4.298 1.685
H 1.619 -4.755 1.101
H 3.303 -4.923 1.587
H 2.110 -4.279 2.728
H 1.555 -1.930 2.705
H 1.913 0.322 1.807
H 3.995 1.646 1.398
H 4.164 2.741 0.013
H 1.030 1.846 -0.356
H -0.052 3.812 1.514
H 0.054 4.320 -0.179
H -0.748 2.302 -1.862
H -2.753 1.038 -2.408
H -6.010 -0.479 -1.824
H -5.083 0.757 -2.707
*
```

SMILES string = COc1ccc(CNC(=O)CN(C(=O)Cn2nnc(-c3ccccc3F)n2)c2ccc(C)cc2)cc1
relative energy (zero: lowest compared OMol25 entry of this formula, charge and spin) = 0.00 kcal/mol
calculated total energy = -1659.9115 a.u.
lowest unoccupied orbital energy = 0.4 eV
largest force on an atom = 1.1 eV Å⁻¹